DFT (ωB97M-V with the def2-TZVPD basis set) results for 2 unconnected molecules or ions with the total composition C31H46N2OP at a distorted geometry.

Each line ends with the Löwdin charge.
Cartesian coordinates (Å):
H1 1.523 -2.685 -3.629  0.08
H2 7.882 2.466 1.725  0.11
C1 4.880 1.666 -0.622  -0.04
C2 -4.038 -2.524 3.448  -0.06
C3 -3.039 -1.816 2.783  -0.01
H3 0.065 0.088 4.058  0.08
C4 2.347 1.625 1.139  -0.16
H4 1.158 -0.034 -1.792  0.04
H5 5.905 1.199 2.596  0.12
H6 -1.783 -2.430 -4.824  0.07
C5 0.608 1.033 4.129  0.02
H7 4.025 1.421 -1.261  0.11
H8 0.390 4.549 3.654  0.10
C6 -3.875 -2.619 -2.029  -0.11
H9 -4.368 -3.531 -2.399  0.09
H10 0.835 0.802 -3.324  0.06
C7 -0.010 -1.221 -3.217  -0.55
P1 -1.561 -0.972 -2.172  1.09
H11 -0.853 3.038 1.688  0.11
H12 -4.355 -0.319 -3.589  0.05
C8 -2.734 -2.428 -4.282  -0.11
H13 -4.094 -5.344 1.524  0.12
C9 5.992 2.352 -1.124  -0.07
H14 -2.284 -4.106 0.350  0.12
H15 -3.302 -1.555 -4.615  0.06
H16 -3.721 -2.740 -0.952  0.04
H17 1.157 -0.538 0.361  0.14
H18 2.162 4.743 3.642  0.10
C10 -1.328 -1.644 0.967  0.00
H19 -2.022 0.207 -4.245  0.10
H20 2.213 1.883 0.070  0.17
C11 -1.672 1.770 -2.805  -0.13
C12 -3.831 0.514 -3.109  -0.13
C13 1.055 -0.171 -2.877  -0.12
H21 1.655 0.812 4.387  0.10
C14 1.347 4.035 3.801  0.00
H22 -2.226 2.598 -3.267  0.08
C15 5.945 1.543 1.556  -0.04
H23 3.345 -0.250 0.811  0.12
H24 -1.707 1.913 -1.718  0.07
C16 2.485 2.930 1.927  -0.36
N1 1.096 1.069 1.665  0.06
H25 -1.911 -3.302 -2.501  0.09
C17 -3.804 -4.352 1.873  -0.05
H26 7.922 3.214 -0.666  0.11
H27 -4.156 0.562 -2.063  0.08
H28 -4.553 -1.773 -2.186  0.06
H29 -0.342 -1.047 -4.254  0.09
H30 -1.193 2.918 3.440  0.09
C18 -0.865 2.363 2.555  0.02
C19 0.549 1.824 2.806  -0.46
C20 7.067 2.657 -0.279  -0.07
H31 -2.753 -0.827 3.153  0.11
H32 -0.990 -0.265 2.560  0.06
C21 0.555 -2.641 -3.113  -0.12
C22 0.563 -0.050 1.139  0.02
C23 -2.545 -2.439 -2.764  -0.56
C24 -2.393 -2.360 1.635  -0.21
C25 -2.802 -3.653 1.205  -0.04
H33 2.034 -0.487 -3.263  0.08
C26 -0.624 -0.616 1.596  -0.07
H34 -0.098 -3.393 -3.570  0.07
H35 -1.573 1.554 2.365  0.07
H36 -5.254 -4.313 3.488  0.12
H37 1.385 3.661 4.829  0.10
O1 3.312 3.821 1.747  0.10
C27 -2.305 0.434 -3.204  -0.55
H38 -4.505 -2.082 4.331  0.12
H39 0.730 -2.929 -2.069  0.07
H40 -0.980 -2.004 -0.013  0.05
C28 7.047 2.243 1.059  -0.07
N2 1.491 2.939 2.867  -0.04
H41 -0.631 1.862 -3.123  0.05
H42 -4.175 1.436 -3.597  0.08
H43 -3.290 -3.325 -4.584  0.09
C29 -4.447 -3.782 2.985  -0.04
C30 4.834 1.317 0.734  -0.24
C31 3.567 0.709 1.309  -0.08
H44 6.003 2.648 -2.173  0.11
H45 3.704 0.517 2.386  0.13
H46 0.159 1.632 4.931  0.10

Net charge: +1
Relative energy (zero: lowest compared OMol25 entry of this formula, charge and spin), kcal per mole: 7.9
Spin multiplicity: 1
Energy, eV: -47203.8806
HOMO energy, eV: -11.0
LUMO level, eV: -4.595

DFT (ωB97M-V with the def2-TZVPD basis set) results for a molecular structure, C31H47As2N3O8S2Ti.

Each line ends with the Mulliken spin population.
Cartesian coordinates (Å):
H1 0.957 -2.117 1.317  0.01
C1 4.463 -1.388 -2.435  0.00
C2 0.176 2.345 -2.387  0.00
H2 1.943 3.078 0.025  0.00
H3 4.763 -1.346 3.974  0.00
H4 -0.159 -0.822 7.013  0.00
C3 -2.639 -2.176 -0.759  0.00
C4 -1.103 0.924 -3.908  0.00
H5 0.289 0.378 -2.560  0.00
H6 -3.625 -0.316 2.870  0.00
C5 2.726 0.174 0.420  0.02
H7 7.429 1.196 1.760  0.00
C6 7.214 0.158 2.004  0.00
C7 -1.894 -2.601 1.672  0.02
C8 1.350 2.684 0.850  0.01
C9 0.467 -2.008 -2.828  0.00
H8 1.472 -0.439 7.630  0.00
N1 -0.495 1.029 -2.553  0.01
C10 -1.648 -2.244 0.245  0.00
H9 -3.127 4.142 -3.229  0.00
H10 -4.696 3.478 -2.876  0.00
C11 -1.077 0.307 2.287  0.17
H11 -4.466 -2.054 0.366  0.00
O1 2.713 0.581 -1.917  0.00
H12 3.311 -2.085 3.252  0.00
H13 -1.233 4.003 -2.518  0.00
C12 -3.151 0.510 3.397  -0.01
H14 -2.483 1.802 -5.252  0.00
S1 -1.832 2.844 -0.541  0.00
C13 1.184 0.030 3.311  0.38
C14 3.148 -0.073 -0.993  0.00
O2 5.798 -0.019 2.196  -0.01
O3 3.876 -1.172 -1.138  0.00
H15 0.551 2.677 -3.361  0.00
H16 3.281 -1.498 4.932  0.00
H17 0.438 3.263 0.980  0.00
C15 -2.714 -2.052 -3.319  0.00
H18 1.450 -1.780 -2.417  0.00
H19 0.506 -3.025 -3.227  0.00
Ti1 -1.600 -0.045 -0.653  0.04
H20 -0.306 0.973 -4.660  0.00
H21 7.566 -0.483 1.199  0.00
O4 -1.783 0.363 1.186  0.02
H22 1.167 -1.967 6.752  0.00
O5 -0.120 -1.570 4.504  0.06
H23 -3.413 1.449 2.912  0.01
O6 -1.726 0.345 3.436  0.05
H24 -4.163 2.918 -0.633  0.00
C16 -0.598 -1.938 -1.778  0.01
H25 -4.694 -2.082 -1.381  0.00
H26 3.771 -1.951 -3.061  0.00
H27 -3.489 4.513 -0.911  0.00
H28 -1.948 -3.689 1.765  0.00
C17 -4.087 -2.471 -0.566  0.00
S2 -6.211 0.841 -1.245  0.00
H29 4.701 -0.439 -2.905  0.00
C18 -2.130 2.004 -4.234  0.00
C19 -1.991 -1.989 -2.010  -0.01
C20 0.909 -0.912 6.832  0.00
As1 3.084 0.467 3.372  0.00
N2 -3.502 0.328 -0.966  0.00
O7 1.272 -0.213 5.633  0.00
H30 5.363 -1.968 -2.259  0.00
H31 0.003 4.179 -1.299  0.00
H32 1.937 2.727 1.766  -0.01
As2 0.892 0.813 0.509  0.00
C21 -3.405 3.463 -1.195  0.00
C22 0.907 -2.472 0.289  -0.01
H33 -3.972 1.449 -3.490  0.00
H34 -3.321 -2.958 -3.348  0.00
C23 -4.661 0.539 -1.055  0.00
H35 1.782 -2.119 -0.250  -0.01
C24 0.316 0.285 2.253  0.15
C25 -0.384 -2.105 -0.375  0.01
H36 -2.846 -2.203 2.021  0.00
H37 -3.393 -1.208 -3.456  0.00
H38 7.672 -0.120 2.947  0.00
C26 3.560 0.220 1.458  -0.01
H39 -3.464 0.520 4.435  0.00
H40 0.290 -1.350 -3.678  0.00
C27 0.687 -0.666 4.507  0.04
C28 -0.665 3.459 -1.772  0.00
H41 -2.026 -2.095 -4.163  0.00
N3 -3.201 2.059 -3.270  0.00
H42 -1.638 2.977 -4.286  0.00
C29 3.680 -1.324 3.936  0.04
H43 -1.107 -2.261 2.345  -0.02
H44 -1.573 -0.051 -3.991  0.00
C30 -3.627 3.320 -2.711  0.00
H45 -4.226 -3.554 -0.527  0.00
H46 1.057 2.177 -1.782  0.00
O8 5.480 0.701 0.105  0.00
H47 0.972 -3.563 0.319  0.00
C31 5.039 0.290 1.147  0.00

Net charge: +1
<S²>: 0.766
Relative energy (zero: lowest compared OMol25 entry of this formula, charge and spin), kcal per mole: 2.1
Spin multiplicity: 2
Energy, eV: -220218.6171
HOMO energy (alpha / beta), eV: -8.8 / -10.8
LUMO level (alpha / beta), eV: -3.393 / -3.384

DFT (ωB97M-V with the def2-TZVPD basis set) results for a molecular structure, C31H47BrCrO2P2 at a distorted geometry.

Each line ends with the Mulliken spin population.
Cartesian coordinates (Å):
C1 3.164 -3.031 3.734  -0.05
H1 -0.211 -4.836 2.137  0.01
H2 -1.854 -0.091 -1.188  0.01
C2 -0.855 -2.790 1.943  -0.02
H3 0.236 1.473 -1.934  0.00
H4 -2.390 4.985 -5.873  0.00
H5 -3.737 -0.573 4.179  0.00
Br1 0.370 -4.960 4.730  0.00
C3 -1.089 0.407 -0.575  0.04
C4 0.879 4.614 -6.085  0.00
H6 1.033 2.472 2.487  0.00
H7 0.379 -0.267 -1.959  0.00
C5 0.790 0.344 2.169  0.01
H8 2.844 2.345 -5.483  0.00
C6 2.219 -5.197 6.818  0.00
H9 1.378 -5.706 7.273  0.00
H10 -2.276 0.439 4.226  -0.01
H11 -1.288 -3.811 -0.687  0.00
C7 -1.512 1.130 0.562  -0.12
H12 -0.305 5.009 -3.277  0.00
H13 -4.371 -0.198 0.964  0.00
C8 1.260 -0.175 0.946  -0.04
C9 -1.916 -2.613 0.976  0.02
C10 0.182 4.062 -7.331  0.00
H14 1.941 4.816 -6.287  0.00
H15 -4.901 -1.843 1.354  0.00
H16 -0.943 1.698 -8.849  0.00
C11 -2.543 4.393 -6.782  0.00
H17 -2.684 1.936 -8.517  0.00
H18 -4.151 -1.507 -0.209  0.00
H19 -2.471 5.035 -7.670  0.00
H20 -0.224 -0.552 4.527  0.00
C12 4.347 -3.843 5.671  0.00
H21 -2.897 -3.050 -0.861  0.00
H22 0.834 3.997 -2.341  0.00
H23 0.408 5.548 -5.740  0.00
H24 1.462 5.334 -3.372  0.00
H25 -3.500 0.677 2.955  0.00
C13 2.073 -4.648 5.529  0.00
H26 3.522 -5.598 8.495  0.00
H27 5.164 -3.256 5.283  0.00
C14 -4.114 -1.256 0.856  -0.01
H28 -1.726 3.264 -9.261  0.00
C15 3.444 -5.122 7.514  0.00
C16 0.694 4.555 -3.276  0.00
C17 4.502 -4.424 6.919  0.00
C18 -2.271 -1.065 2.686  -0.12
H29 -0.310 1.736 3.338  -0.01
H30 3.196 3.850 -4.565  0.00
H31 -2.686 -4.453 0.215  0.00
H32 -2.597 1.208 0.723  -0.01
H33 0.460 -3.935 0.749  -0.02
C19 -0.292 -1.616 4.260  0.02
H34 -0.158 4.867 -8.000  0.00
H35 0.727 -1.986 4.111  -0.01
C20 1.439 0.644 -0.315  0.03
H36 -3.537 3.930 -6.741  0.00
O1 4.144 -2.261 3.706  0.28
H37 1.240 -0.113 3.062  -0.01
C21 0.238 0.585 -1.275  -0.03
C22 -2.782 -1.574 1.439  -0.06
P1 0.791 3.370 -4.681  0.00
H38 -0.206 2.881 0.566  0.00
Cr1 -0.797 -0.801 1.189  2.31
C23 -2.210 -3.534 -0.162  0.01
H39 2.756 2.336 -3.698  0.00
C24 3.140 -3.934 4.947  0.01
C25 0.228 1.727 2.377  0.02
H40 -1.476 2.878 1.756  0.00
H41 -0.721 -2.158 5.109  0.00
C26 0.153 -3.853 1.802  0.26
P2 -1.306 3.024 -6.858  0.00
H42 1.875 -1.087 1.034  -0.01
H43 1.670 1.694 -0.080  0.00
H44 0.853 3.399 -7.899  0.00
C27 2.582 2.940 -4.598  0.00
C28 -1.075 -1.812 3.014  -0.04
H45 2.313 0.237 -0.846  0.00
O2 2.262 -2.954 2.818  0.44
C29 -0.735 2.217 1.271  0.05
C30 -2.976 -0.075 3.559  -0.01
H46 1.150 -3.589 2.411  0.06
C31 -1.704 2.428 -8.551  0.00
H47 5.456 -4.335 7.434  0.00

Net charge: +1
<S²>: 3.813
Relative energy (zero: lowest compared OMol25 entry of this formula, charge and spin), kcal per mole: 6.1
Spin multiplicity: 4
Energy, eV: -154035.1111
HOMO energy (alpha / beta), eV: -9.2 / -9.2
LUMO level (alpha / beta), eV: -4.359 / -6.088

DFT (ωB97M-V with the def2-TZVPD basis set) results for a molecular structure, C31H47BrN2P2Pt at a distorted geometry.

Each line ends with the Mulliken spin population.
Cartesian coordinates (Å):
C1 1.861 2.984 0.851  0.02
C2 2.847 -0.856 -2.804  0.02
H1 3.224 -1.202 -0.232  -0.01
H2 -2.817 -2.830 1.068  -0.02
H3 -0.681 -0.658 3.612  -0.02
H4 1.138 3.203 -3.553  0.00
C3 -0.154 -3.048 0.409  0.16
Br1 -1.511 1.017 2.563  0.79
H5 5.424 4.013 2.682  0.00
H6 -5.030 -0.448 5.205  0.02
H7 -0.404 1.297 -3.536  0.01
H8 -3.354 0.106 5.452  0.01
H9 -3.609 -0.937 -2.891  0.00
C4 -4.247 0.216 4.823  0.01
H10 -3.421 0.800 -3.162  0.00
C5 2.350 1.083 2.020  -0.01
H11 2.888 -3.230 -6.863  0.00
H12 -0.406 -2.967 -1.756  -0.01
C6 3.466 -1.485 -3.948  0.00
H13 -3.919 -1.434 0.993  0.04
N1 4.756 -2.777 -6.113  0.00
H14 -4.604 1.249 4.917  0.00
C7 1.468 -1.016 -2.402  0.02
H15 2.010 0.093 2.299  -0.01
P1 -2.892 -1.556 3.119  0.69
C8 4.554 3.854 3.340  0.00
P2 -1.083 1.368 -1.248  0.29
H16 -0.492 -3.668 3.199  -0.01
C9 2.634 3.760 1.702  0.00
C10 0.656 2.962 -2.603  0.04
H17 -5.626 -2.557 2.426  0.00
C11 0.626 -2.587 1.474  0.49
C12 3.422 -2.736 -6.046  0.00
H18 2.670 4.848 1.592  0.00
C13 -3.973 -0.111 3.367  0.18
H19 4.887 3.276 4.204  0.00
C14 0.160 -2.633 -0.879  0.15
H20 6.549 -2.329 -5.208  0.00
H21 -5.204 -3.671 1.122  0.00
H22 -4.537 -3.921 2.754  0.00
C15 -4.806 -3.159 2.005  0.02
C16 3.462 3.121 2.631  0.00
H23 1.625 -2.095 -4.993  0.00
C17 -2.861 3.664 -1.413  0.01
C18 2.197 -1.542 -0.029  0.11
H24 -4.911 -0.232 2.799  0.00
H25 -0.516 -2.877 4.806  0.01
H26 4.215 4.852 3.667  0.00
H27 0.751 -2.467 3.605  0.00
H28 3.460 -0.229 -2.143  -0.01
Pt1 1.081 0.465 -1.078  0.31
H29 -1.431 2.727 -3.231  0.01
C19 -2.147 2.693 -0.468  0.02
H30 0.696 -1.199 -3.185  0.02
C20 2.719 -2.113 -5.002  0.00
C21 5.468 -2.231 -5.129  0.00
H31 1.218 3.421 0.077  -0.01
H32 -0.841 -1.523 2.078  0.02
H33 -1.020 -3.713 0.539  0.06
H34 1.420 2.401 -2.000  -0.01
C22 3.267 1.750 2.851  0.00
C23 1.281 -1.774 -1.096  0.00
H35 5.539 -1.106 -3.298  0.00
H36 -3.471 4.359 -0.821  0.00
C24 -1.100 -1.586 3.163  0.12
C25 -0.604 2.128 -2.848  0.05
C26 -2.884 -0.112 -2.859  0.01
H37 -2.116 -0.323 -3.611  0.00
C27 1.835 -1.973 1.295  0.13
H38 -2.166 4.278 -1.998  0.00
H39 2.595 -1.809 2.061  0.06
H40 -3.126 0.248 -0.743  0.00
H41 -1.857 -0.922 -1.096  0.00
H42 -1.518 3.218 0.263  0.01
H43 0.442 3.894 -2.060  0.01
H44 -3.546 3.144 -2.095  0.00
C28 -2.319 0.012 -1.449  0.02
C29 -0.314 -2.740 3.745  0.03
H45 -3.385 0.746 2.900  0.08
C30 -3.595 -2.277 1.619  0.06
N2 1.851 1.633 0.900  0.03
C31 4.896 -1.559 -4.054  0.00
H46 -2.895 2.139 0.117  0.00
H47 3.784 1.199 3.629  0.00

Net charge: +4
<S²>: 6.035
Relative energy (zero: lowest compared OMol25 entry of this formula, charge and spin), kcal per mole: 68.8
Spin multiplicity: 5
Energy, eV: -127706.6758
HOMO energy (alpha / beta), eV: -19.6 / -19.8
LUMO level (alpha / beta), eV: -13.995 / -14.025

DFT (ωB97M-V with the def2-TZVPD basis set) results for a molecular structure, C31H47BrN2P2Zn at a distorted geometry.

Each line ends with the Löwdin charge.
Cartesian coordinates (Å):
C1 2.508 -0.367 -1.564  -0.31
H1 2.568 2.169 -4.818  0.12
H2 -1.959 2.444 6.546  0.10
H3 3.170 1.467 1.633  0.08
H4 -0.128 2.525 1.965  0.11
H5 -0.817 -5.319 -0.135  0.07
C2 3.218 1.115 0.592  -0.43
C3 -0.583 0.809 -1.672  -0.27
C4 -0.812 2.179 3.983  0.00
C5 0.201 -3.201 -1.756  -0.36
H6 -2.317 -4.776 0.655  0.08
H7 -0.075 -4.262 -1.660  0.08
C6 -1.318 1.239 4.884  -0.23
H8 -1.825 0.704 6.900  0.09
Br1 4.561 3.444 -3.039  0.88
H9 -3.351 -2.601 1.019  0.07
C7 0.395 1.796 -2.211  -0.25
N1 -0.978 0.620 2.154  -0.02
H10 -1.164 -2.757 -3.407  0.08
C8 -1.544 -0.263 3.007  -0.11
C9 -2.854 1.795 -1.524  -0.19
C10 4.664 0.819 0.173  -0.12
C11 -1.373 1.537 6.351  -0.02
H11 5.341 1.590 0.557  0.09
H12 -2.306 -0.696 4.960  0.13
H13 2.508 4.214 -1.043  0.12
H14 4.986 -0.157 0.556  0.08
H15 -2.587 -3.393 -1.364  0.10
H16 -1.791 -1.255 2.618  0.09
C12 3.078 -1.112 3.181  -0.13
H17 0.421 -3.370 -3.884  0.09
C13 2.122 2.299 -3.838  -0.09
H18 2.792 1.923 -0.021  0.04
H19 -1.611 1.512 0.192  0.08
C14 -1.779 0.032 4.348  0.02
C15 3.618 -1.181 -2.193  -0.12
C16 0.864 2.842 -1.402  -0.04
H20 -1.080 -2.970 1.875  0.05
C17 -2.434 -2.373 -0.972  -0.39
C18 -1.672 1.284 -0.880  -0.08
Zn1 -0.010 0.066 0.042  0.45
C19 -1.227 -4.829 0.756  -0.12
P1 -0.687 -2.295 -0.409  0.94
P2 2.140 -0.346 0.401  1.00
C20 -3.466 -2.018 0.096  -0.13
H21 3.286 -1.474 -3.202  0.09
C21 -0.093 -2.710 -3.172  -0.13
C22 -4.145 2.429 -3.492  -0.10
H22 1.274 -3.118 -1.521  0.08
H23 1.542 -0.698 -1.989  0.02
C23 -3.097 1.698 -2.924  0.02
H24 -5.488 3.911 -0.905  0.13
H25 -0.550 3.186 4.296  0.13
H26 -2.535 -1.680 -1.823  0.07
C24 -3.780 2.578 -0.785  0.02
C25 -4.793 3.269 -1.455  -0.10
H27 3.889 -0.391 3.336  0.08
H28 2.700 -1.364 4.185  0.09
H29 0.322 3.121 -0.487  0.12
H30 3.865 -2.093 -1.632  0.09
H31 4.767 0.819 -0.920  0.04
H32 -0.800 0.002 -2.376  0.09
H33 3.497 -2.029 2.757  0.08
C26 2.790 3.040 -2.844  -0.74
H34 2.609 0.690 -1.831  0.05
H35 -4.468 -2.229 -0.301  0.09
C27 2.078 3.460 -1.701  -0.11
H36 0.466 -3.550 1.254  0.09
C28 0.915 1.671 -3.518  -0.02
H37 -0.370 1.710 6.766  0.10
H38 -3.674 2.715 0.286  0.12
H39 4.524 -0.587 -2.351  0.07
C29 -0.604 -3.457 1.011  -0.39
H40 -3.431 -0.950 0.351  0.06
C30 1.928 -0.550 2.373  -0.34
H41 0.261 -1.688 -3.363  0.05
N2 -4.967 3.192 -2.770  0.09
H42 0.401 1.036 -4.242  0.13
H43 1.028 -1.170 2.498  0.04
H44 1.673 0.458 2.735  0.07
H45 -4.337 2.404 -4.573  0.13
H46 -1.008 -5.477 1.612  0.09
C31 -0.621 1.826 2.650  -0.13
H47 -2.459 1.114 -3.586  0.11

Net charge: +2
Relative energy (zero: lowest compared OMol25 entry of this formula, charge and spin), kcal per mole: 49.9
Spin multiplicity: 1
Energy, eV: -172909.8815
HOMO energy (alpha / beta), eV: -13.2 / -13.5
LUMO level (alpha / beta), eV: -7.904 / -7.180